{
  "formula": "C28H29ClFeN8O2S3",
  "method": "ωB97M-V with the def2-TZVPD basis set",
  "s_squared": 8.7827,
  "lumo_energy_ha": [-0.07773, -0.11683],
  "total_charge": 1,
  "multiplicity": 6,
  "symbols": ["Fe", "C", "C", "N", "N", "C", "N", "S", "C", "C", "C", "C", "C", "N", "H", "H", "H", "H", "H", "H", "H", "H", "H", "H", "O", "C", "C", "C", "C", "C", "C", "C", "O", "N", "N", "C", "S", "C", "C", "S", "H", "H", "H", "H", "H", "H", "H", "H", "H", "Cl", "C", "C", "C", "C", "C", "C", "C", "H", "H", "H", "H", "H", "H", "N", "C", "C", "N", "C", "H", "H", "H", "H"],
  "positions_angstrom": [[-1.699685, -0.715100, 0.004111], [-0.269519, -0.261826, 4.483520], [-0.329721, 0.040585, 2.999668], [-1.277606, -0.502878, 2.222658], [-2.264593, -1.176933, 2.956229], [-3.436145, -1.538456, 2.433516], [-4.333399, -2.059314, 3.296574], [-3.833934, -1.435309, 0.790672], [0.623120, 0.994754, 2.526032], [1.071981, 2.031326, 3.388647], [1.656519, 3.156355, 2.896986], [1.836098, 3.305794, 1.493274], [1.544979, 2.255742, 0.699026], [1.032131, 1.088655, 1.201116], [-0.410765, -1.327936, 4.668043], [-1.010823, 0.296117, 5.065583], [0.708418, -0.023649, 4.886970], [-2.170611, -1.207990, 3.958837], [-4.248033, -1.921151, 4.290886], [-5.256863, -2.243496, 2.941169], [0.861567, 1.962750, 4.444660], [1.948494, 3.949654, 3.571177], [2.207944, 4.220883, 1.057526], [1.712553, 2.265666, -0.370418], [-1.113468, 3.080025, -3.962240], [-1.130190, 3.754584, -2.799072], [-0.976554, 5.140862, -2.868414], [-0.977985, 5.901749, -1.719543], [-1.138837, 5.306159, -0.466575], [-1.292606, 3.938044, -0.394185], [-1.284397, 3.138114, -1.543311], [-1.438766, 1.676938, -1.384173], [-1.540792, 1.204185, -0.189870], [-1.438214, 0.930314, -2.463501], [-1.644437, -0.418449, -2.138475], [-1.631531, -1.183202, -3.169768], [-1.257914, -0.576552, -4.765166], [-1.782670, -2.077916, -5.628451], [-1.474662, -3.266502, -4.738903], [-2.100675, -2.875034, -3.091131], [-1.267942, 2.131698, -3.755192], [-0.859256, 5.591067, -3.845307], [-0.862922, 6.975957, -1.795995], [-1.150493, 5.908819, 0.431299], [-1.426721, 3.445860, 0.560279], [-1.236497, -2.128163, -6.569604], [-2.849622, -2.012561, -5.836293], [-0.401393, -3.447879, -4.688259], [-1.978970, -4.171163, -5.076435], [7.077582, -1.810838, 0.713944], [5.416142, -1.326209, 0.625509], [4.992746, -0.531002, -0.426918], [3.659916, -0.148841, -0.492067], [2.755974, -0.557333, 0.481613], [1.314278, -0.128025, 0.434175], [3.202688, -1.363614, 1.524679], [4.531325, -1.750519, 1.604807], [5.698829, -0.217573, -1.183507], [3.324454, 0.462486, -1.323066], [0.715185, -0.917643, 0.867651], [1.004293, 0.052249, -0.597342], [2.503129, -1.696678, 2.285137], [4.882608, -2.377867, 2.412627], [0.596760, -4.264253, -0.526637], [-0.440654, -4.768246, 0.229840], [-1.209370, -3.698967, 0.549959], [-0.654412, -2.552242, -0.000471], [0.424123, -2.940358, -0.644324], [1.355488, -4.792113, -0.925371], [-0.532697, -5.814890, 0.458153], [-2.124331, -3.677895, 1.112145], [1.101327, -2.300819, -1.188734]],
  "forces_ev_per_a": [[-0.07, 0.05, 0.23], [-0.09, 0.08, 0.00], [-0.23, 0.00, -0.05], [0.22, 0.03, 0.56], [0.32, 0.13, -0.22], [-0.13, -0.02, -0.11], [-0.02, 0.06, 0.04], [-0.04, 0.00, 0.00], [-0.02, -0.06, -0.06], [-0.07, -0.10, -0.04], [0.07, 0.11, -0.08], [0.03, 0.09, 0.09], [-0.03, -0.13, 0.06], [0.16, 0.03, -0.04], [0.00, -0.05, -0.01], [-0.02, -0.05, -0.03], [0.01, 0.02, -0.01], [0.04, -0.01, 0.04], [0.01, -0.03, -0.02], [0.03, -0.01, -0.02], [0.00, 0.03, 0.00], [-0.01, 0.00, -0.02], [-0.01, 0.00, 0.03], [-0.01, -0.02, 0.02], [-0.03, -0.04, 0.14], [0.02, -0.01, -0.05], [0.02, -0.02, 0.01], [-0.02, 0.04, 0.06], [0.01, -0.04, -0.10], [0.02, 0.00, 0.02], [0.00, -0.03, -0.04], [0.11, 0.30, 0.05], [0.01, 0.29, -0.03], [0.03, -0.29, 0.26], [0.08, -0.08, -0.52], [-0.25, 0.10, 0.05], [0.02, 0.03, -0.08], [-0.01, -0.07, -0.03], [0.06, 0.02, -0.10], [0.09, 0.09, 0.26], [0.02, 0.01, -0.05], [-0.01, -0.01, 0.01], [0.01, -0.01, 0.00], [-0.01, 0.00, 0.00], [0.00, 0.00, -0.01], [0.00, -0.01, 0.01], [0.00, 0.00, -0.02], [0.00, -0.03, -0.01], [0.00, 0.01, 0.00], [-0.05, 0.02, 0.00], [0.09, -0.02, -0.01], [-0.06, 0.04, -0.02], [0.07, -0.07, -0.03], [0.09, 0.13, 0.06], [-0.22, 0.03, 0.06], [0.04, -0.01, 0.01], [-0.07, 0.00, 0.02], [-0.01, 0.00, 0.01], [0.01, 0.01, 0.03], [-0.12, 0.02, -0.05], [-0.10, -0.02, -0.07], [0.01, 0.02, -0.02], [0.00, 0.01, -0.01], [-0.07, -0.14, 0.04], [0.18, 0.04, -0.11], [0.19, 0.07, -0.13], [-0.24, -0.56, 0.05], [0.06, 0.01, -0.05], [-0.01, 0.01, 0.01], [0.01, 0.02, 0.00], [-0.04, 0.05, 0.00], [-0.04, -0.05, -0.02]]
}

{
  "formula": "H8O4",
  "method": "ωB97M-V with the def2-TZVPD basis set",
  "lumo_energy_ha": 0.02452,
  "multiplicity": 1,
  "symbols": ["H", "H", "H", "H", "H", "H", "H", "H", "O", "O", "O", "O"],
  "positions_angstrom": [[-1.614502, 0.978754, 1.434996], [-0.581798, 2.093013, 1.479614], [2.937220, -1.329997, 0.803066], [2.225671, -1.838664, -0.439913], [0.465954, -0.900581, 0.844894], [0.158358, 0.496277, 0.330873], [-2.377544, 0.312610, -2.146269], [-1.126876, -0.305745, -2.749186], [-1.532956, 1.938900, 1.456443], [2.133088, -1.210567, 0.285286], [0.889214, -0.067692, 0.607960], [-1.575830, -0.166308, -1.907766]],
  "forces_ev_per_a": [[-0.01, 0.10, 0.05], [-0.06, -0.02, 0.10], [0.54, -0.36, 0.05], [0.41, -0.46, -0.24], [-0.10, 0.56, -0.05], [-0.79, 0.60, 0.08], [0.05, -0.01, 0.10], [0.02, 0.00, 0.12], [-0.01, -0.01, -0.05], [7.37, -6.48, -1.62], [-7.37, 6.05, 1.61], [-0.06, 0.02, -0.14]]
}

{
  "formula": "C2H6N2O",
  "method": "ωB97M-V with the def2-TZVPD basis set",
  "lumo_energy_ha": 0.02002,
  "smiles": "C/N=C\\NO",
  "multiplicity": 1,
  "symbols": ["C", "C", "H", "H", "H", "H", "H", "H", "N", "N", "O"],
  "positions_angstrom": [[1.605977, -1.099249, 0.616735], [-0.437022, -0.282995, -0.875358], [1.599416, 0.047443, 1.029775], [2.620323, -1.564488, 0.329234], [1.073925, -1.478269, 1.595361], [-1.090566, -0.908361, -1.522846], [-1.959540, 1.237334, -0.803531], [-0.967746, 0.361471, 1.347470], [0.448858, -1.155904, -0.375507], [-0.805259, 1.176556, -0.586387], [-0.724341, 1.306722, 0.788692]],
  "forces_ev_per_a": [[-3.08, 3.62, 2.40], [2.03, -2.36, 1.59], [1.23, -2.39, -1.35], [-2.14, 0.74, 0.28], [1.60, -0.39, -1.87], [0.01, 1.43, -0.07], [3.89, -0.34, 0.30], [0.76, 3.52, -2.67], [-0.82, 2.07, -1.28], [-3.27, -3.53, -1.02], [-0.21, -2.37, 3.68]]
}

{
  "formula": "C13H19ClOSiV",
  "method": "ωB97M-V with the def2-TZVPD basis set",
  "s_squared": 3.7612,
  "lumo_energy_ha": [0.19099, 0.19074],
  "total_charge": -2,
  "multiplicity": 4,
  "symbols": ["C", "C", "C", "H", "C", "C", "H", "H", "H", "H", "V", "Cl", "C", "C", "C", "H", "C", "C", "H", "H", "H", "H", "C", "Si", "C", "C", "O", "H", "H", "H", "H", "H", "H", "H", "H", "H"],
  "positions_angstrom": [[-0.309091, 0.339248, 2.097529], [-0.440927, 1.660969, 1.569659], [0.817157, 1.999412, 0.972108], [-1.312688, 2.271006, 1.680699], [1.716405, 0.895748, 1.106622], [1.027460, -0.118872, 1.846755], [1.479685, -1.038778, 2.215828], [-1.037363, -0.170147, 2.736081], [1.035408, 2.924913, 0.464703], [2.751731, 0.791078, 0.737140], [-0.037454, 0.357536, -0.169166], [-1.769767, 1.076244, -1.462404], [-0.562004, 3.395554, -2.858012], [0.822387, 3.679126, -2.689858], [0.947075, 4.512122, -1.534882], [1.617845, 3.417646, -3.365076], [-0.354887, 4.728167, -0.980355], [-1.286932, 4.028714, -1.807909], [-2.367217, 4.053777, -1.683013], [-0.995711, 2.852297, -3.687569], [1.867916, 5.005500, -1.192252], [-0.603446, 5.396586, -0.161798], [-1.022470, -3.196324, 1.935449], [-0.177229, -3.120352, 0.237171], [1.451405, -4.080856, 0.502699], [-1.124908, -4.202301, -0.993781], [-0.014980, -1.620919, -0.294697], [-1.125515, -4.242203, 2.277298], [-2.026005, -2.762362, 1.912499], [-0.442069, -2.666901, 2.704820], [1.310661, -5.154173, 0.714297], [2.078363, -4.027554, -0.397905], [2.027615, -3.678332, 1.342956], [-2.172128, -3.906403, -1.087954], [-0.660850, -4.140405, -1.991883], [-1.107471, -5.258759, -0.695801]],
  "forces_ev_per_a": [[0.82, 0.11, 0.53], [1.52, -0.39, 0.43], [0.00, 0.67, 0.44], [-0.18, 0.27, -0.32], [0.01, -0.37, 0.77], [-0.12, 0.97, 0.17], [-0.33, 0.06, -0.45], [0.18, 0.07, -0.59], [-0.09, 0.07, -0.15], [-0.77, 0.32, 0.23], [-0.45, -1.21, 0.48], [-0.95, -0.89, -0.32], [0.31, 1.09, 0.34], [-1.05, 0.74, 0.79], [-0.24, 0.23, -0.04], [0.22, -0.21, -0.12], [0.26, -0.43, -1.27], [0.98, 0.76, -0.30], [0.21, -0.26, 0.02], [0.02, -0.20, 0.19], [-0.31, -0.35, -0.05], [0.06, -0.17, 0.09], [-0.09, -0.44, 0.21], [0.13, 0.95, -0.29], [0.23, -0.17, -0.08], [-0.01, -0.29, -0.10], [-0.01, -1.86, -0.47], [0.02, 0.20, -0.10], [0.06, 0.07, -0.04], [-0.08, -0.02, -0.26], [-0.20, 0.24, -0.04], [-0.05, 0.10, 0.14], [0.01, 0.11, -0.10], [0.02, 0.11, -0.04], [-0.12, 0.09, 0.29], [-0.01, 0.03, 0.02]]
}

These records have strongest force on any atom values of 0.61, 9.94, 5.33, 1.92 eV Å⁻¹, in the order they appear.